No. 1
C43H51ClCsGeN7 as an isolated structure in a non-equilibrium geometry. Source: the OMol25 dataset; level of theory: ωB97M-V with the def2-TZVPD basis set.

Values from the calculation:
E_LUMO: -0.146 eV
HOMO energy: -6.0 eV
Energy: -125431.7892 eV
Energy relative to the best compared isomer or geometry (same formula, charge and spin): 38.0 kcal/mol
Gap between HOMO and LUMO: 5.8 eV
Multiplicity: 1

Last column: Löwdin charge in e.
Positions of all 104 atoms, in Å:
Cs: -0.25 -1.05 -0.52  1.123
N: 1.01 2.24 -0.30  0.108
C: 1.91 3.21 -0.70  -0.275
C: 1.62 4.56 -0.50  -0.030
C: 2.50 5.54 -0.92  -0.094
C: 3.69 5.19 -1.53  -0.099
C: 3.98 3.85 -1.74  -0.047
C: 3.09 2.86 -1.36  -0.157
C: 3.47 1.43 -1.50  -0.156
C: 4.44 0.96 -0.62  -0.107
C: 4.82 -0.36 -0.59  -0.108
C: 4.24 -1.25 -1.47  -0.083
C: 3.32 -0.79 -2.39  -0.079
C: 2.92 0.54 -2.43  -0.175
H: 0.39 2.51 0.46  0.103
H: 1.40 1.32 -0.18  -0.062
H: 0.70 4.83 0.01  0.114
H: 2.27 6.58 -0.74  0.102
H: 4.39 5.96 -1.84  0.097
H: 4.92 3.57 -2.20  0.122
H: 4.89 1.67 0.06  0.103
H: 5.55 -0.70 0.12  0.105
H: 4.49 -2.30 -1.43  0.107
H: 2.91 -1.48 -3.11  0.111
C: -6.31 -1.05 -2.27  -0.052
N: -5.15 -1.51 -2.99  -0.089
C: -5.40 -1.74 -4.41  -0.141
C: -4.00 -1.98 -4.96  -0.136
N: -3.18 -1.26 -4.02  -0.120
C: -1.76 -1.36 -4.16  -0.055
C: -3.82 -1.14 -2.80  -0.360
N: -3.17 -0.78 -1.77  0.042
C: -3.81 -0.48 -0.52  -0.249
C: -2.78 -0.05 0.54  -0.351
N: -2.24 -1.17 1.26  -0.118
C: -2.81 -1.80 2.20  -0.367
N: -2.14 -2.82 2.84  -0.116
C: -0.97 -3.43 2.29  -0.049
C: -3.07 -3.63 3.60  -0.132
C: -4.17 -2.62 3.90  -0.138
N: -4.09 -1.72 2.76  -0.088
C: -4.84 -0.50 2.91  -0.046
H: -7.15 -1.69 -2.54  0.092
H: -6.57 -0.02 -2.53  0.098
H: -6.15 -1.11 -1.20  0.066
H: -5.86 -0.85 -4.86  0.127
H: -6.06 -2.60 -4.55  0.124
H: -3.87 -1.58 -5.97  0.125
H: -3.75 -3.05 -4.98  0.127
H: -1.48 -0.98 -5.14  0.098
H: -1.40 -2.39 -4.07  0.098
H: -1.30 -0.75 -3.39  0.017
H: -4.35 -1.35 -0.12  0.112
H: -4.52 0.34 -0.65  0.115
H: -3.23 0.69 1.21  0.103
H: -1.95 0.43 0.03  -0.026
H: -0.30 -2.65 1.94  0.031
H: -1.21 -4.10 1.45  0.099
H: -0.47 -4.00 3.07  0.099
H: -2.59 -4.03 4.50  0.127
H: -3.45 -4.47 3.00  0.128
H: -3.96 -2.08 4.84  0.129
H: -5.16 -3.07 3.96  0.124
H: -5.78 -0.74 3.41  0.093
H: -5.08 -0.07 1.93  0.071
H: -4.30 0.25 3.51  0.103
Ge: 2.91 0.40 2.08  1.061
C: 3.75 -1.41 2.36  -0.401
C: 4.99 -1.50 2.99  -0.147
C: 5.69 -2.69 3.07  -0.105
C: 5.14 -3.84 2.51  -0.112
C: 3.91 -3.78 1.89  -0.106
C: 3.23 -2.58 1.82  -0.163
C: 2.00 0.48 3.92  -0.388
C: 2.76 1.13 4.89  -0.163
C: 2.27 1.39 6.15  -0.106
C: 0.98 1.02 6.47  -0.116
C: 0.20 0.37 5.52  -0.114
C: 0.70 0.11 4.26  -0.135
H: 1.59 -0.68 0.13  -0.308
H: 5.42 -0.60 3.42  0.089
H: 6.65 -2.73 3.56  0.097
H: 5.68 -4.77 2.56  0.094
H: 3.49 -4.67 1.45  0.095
H: 2.28 -2.52 1.30  0.033
H: 3.77 1.43 4.63  0.079
H: 2.89 1.90 6.88  0.097
H: 0.58 1.23 7.45  0.093
H: -0.82 0.09 5.78  0.090
H: 0.08 -0.39 3.52  0.075
Cl: -0.95 6.15 -3.55  0.662
C: -0.08 4.65 -3.50  -0.683
C: 1.22 4.60 -3.98  -0.103
C: 1.88 3.39 -3.99  -0.037
C: 1.28 2.23 -3.50  -0.231
C: 2.00 0.92 -3.57  -0.080
C: -0.03 2.31 -3.04  -0.054
C: -0.71 3.51 -3.03  -0.104
H: 1.70 5.49 -4.35  0.108
H: 2.89 3.35 -4.38  0.126
H: 2.63 0.93 -4.47  0.132
H: 1.26 0.12 -3.70  0.106
H: -0.53 1.42 -2.68  0.083
H: -1.73 3.57 -2.68  0.104

No. 2
A 6-piece molecular cluster, C36H88N4 overall in a non-equilibrium geometry. Source: the OMol25 dataset; level of theory: ωB97M-V with the def2-TZVPD basis set.

Values from the calculation:
E_LUMO: 0.690 eV
HOMO energy: -7.7 eV
Energy: -44700.9017 eV
Energy relative to the best compared isomer or geometry (same formula, charge and spin): 69.2 kcal/mol
Gap between HOMO and LUMO: 8.4 eV
Multiplicity: 1
SMILES: CCN(CC)CC.CCN(CC)CC.CCN(CC)CC.CCN(CC)CC.CCCCCC.CCCCCC

Last column: Löwdin charge in e.
Positions of all 128 atoms, in Å:
C: 159.90 82.29 38.19  -0.080
C: 158.68 81.37 38.04  -0.277
N: 158.54 80.95 36.60  -0.203
C: 157.94 79.54 36.46  -0.206
C: 156.54 79.36 36.96  -0.067
C: 157.82 81.94 35.88  -0.334
C: 158.08 81.58 34.43  -0.141
H: 159.50 83.16 37.64  0.064
H: 160.68 81.80 37.71  0.042
H: 160.14 82.49 39.30  0.079
H: 157.70 81.74 38.55  0.115
H: 158.87 80.52 38.77  0.090
H: 158.73 78.95 36.94  0.104
H: 158.21 79.34 35.33  0.132
H: 156.20 78.46 36.90  0.004
H: 155.76 79.88 36.25  0.128
H: 156.40 79.70 37.91  0.028
H: 158.32 83.05 35.77  0.149
H: 156.77 82.14 36.26  0.122
H: 159.07 81.36 34.25  0.034
H: 157.86 82.67 33.75  0.142
H: 157.45 80.80 33.93  0.063
C: 158.18 78.29 40.47  -0.108
C: 158.87 77.56 41.52  -0.225
N: 159.39 76.20 40.92  -0.146
C: 160.77 75.78 41.37  -0.217
C: 160.78 75.55 42.88  -0.074
C: 158.31 75.22 41.02  -0.264
C: 158.47 74.08 40.01  -0.075
H: 157.86 79.19 40.72  0.011
H: 157.33 77.72 40.18  0.055
H: 158.85 78.38 39.49  0.126
H: 158.21 77.52 42.35  0.116
H: 159.74 78.00 41.62  0.028
H: 161.41 76.59 41.00  0.120
H: 161.06 74.99 40.90  0.041
H: 160.00 74.61 43.10  0.129
H: 160.53 76.31 43.47  -0.010
H: 161.80 75.01 43.02  0.107
H: 157.35 75.92 40.71  0.137
H: 157.89 74.86 42.03  0.123
H: 157.67 73.60 39.71  0.020
H: 158.94 73.35 40.43  0.002
H: 159.02 74.30 39.07  0.106
C: 164.88 81.44 43.14  -0.087
C: 163.54 81.54 42.49  -0.232
N: 162.47 80.68 43.14  -0.169
C: 160.99 81.11 43.13  -0.220
C: 160.49 81.10 41.71  -0.088
C: 162.62 79.17 43.01  -0.158
C: 163.29 78.68 44.38  -0.049
H: 164.93 81.88 44.06  0.041
H: 165.59 82.08 42.56  0.093
H: 165.27 80.43 42.98  0.073
H: 163.47 81.18 41.54  0.070
H: 163.15 82.52 42.70  0.112
H: 160.72 82.05 43.60  0.084
H: 160.36 80.38 43.88  0.141
H: 161.29 81.57 41.07  0.101
H: 159.56 81.44 41.61  -0.003
H: 160.31 80.08 41.49  0.037
H: 163.47 78.87 42.29  0.129
H: 161.78 78.69 42.73  0.032
H: 164.34 79.01 44.56  0.085
H: 163.54 77.67 44.18  0.052
H: 162.76 78.81 45.15  -0.047
C: 158.13 84.52 41.70  -0.070
C: 157.09 83.35 41.51  -0.297
N: 156.48 82.88 42.68  -0.179
C: 154.95 82.47 42.47  -0.189
C: 154.83 81.12 41.83  -0.111
C: 157.29 81.99 43.46  -0.186
C: 156.76 81.88 44.97  -0.023
H: 158.20 85.12 40.74  0.082
H: 159.14 84.28 41.75  0.024
H: 157.85 85.38 42.28  0.063
H: 157.52 82.55 40.73  0.123
H: 156.32 83.65 40.83  0.083
H: 154.34 83.21 41.80  0.125
H: 154.26 82.57 43.49  0.151
H: 155.35 81.13 40.78  0.115
H: 153.83 81.00 41.53  0.053
H: 155.09 80.41 42.45  0.010
H: 158.12 82.63 43.84  0.125
H: 157.52 81.14 43.03  0.046
H: 155.91 81.50 44.99  -0.025
H: 156.73 82.80 45.52  0.092
H: 157.35 81.31 45.53  0.009
C: 160.29 76.81 46.58  -0.059
C: 161.43 76.01 47.21  -0.207
C: 162.63 76.78 47.84  -0.207
C: 162.38 77.41 49.20  -0.223
C: 163.52 78.21 49.78  -0.301
C: 164.59 77.35 50.43  -0.095
H: 159.69 76.17 46.09  0.025
H: 160.59 77.33 45.82  -0.010
H: 159.68 77.39 47.41  0.114
H: 161.71 75.31 46.65  -0.004
H: 161.06 75.17 47.94  0.145
H: 162.88 77.49 47.23  0.025
H: 163.47 76.05 47.93  0.126
H: 162.06 76.38 49.84  0.175
H: 161.54 78.23 49.11  0.127
H: 163.00 78.80 50.37  0.038
H: 163.85 78.92 49.05  0.116
H: 164.20 76.64 51.14  0.061
H: 165.53 77.95 50.89  0.122
H: 164.95 76.86 49.58  0.031
C: 158.09 79.13 50.74  -0.120
C: 157.54 80.09 49.63  -0.192
C: 158.61 80.44 48.51  -0.223
C: 159.67 81.33 48.94  -0.239
C: 160.28 81.95 47.70  -0.206
C: 160.95 80.98 46.71  -0.099
H: 157.26 78.79 51.34  0.055
H: 158.59 79.51 51.64  0.067
H: 158.78 78.37 50.56  0.037
H: 157.13 80.96 50.04  0.067
H: 156.53 79.58 49.32  0.127
H: 158.10 80.80 47.63  0.089
H: 159.13 79.49 48.18  0.108
H: 160.29 80.96 49.79  0.142
H: 159.27 82.06 49.46  0.058
H: 161.12 82.55 47.85  0.088
H: 159.53 82.40 47.24  0.058
H: 160.18 80.57 46.07  0.042
H: 161.39 80.15 47.19  0.036
H: 161.78 81.16 45.91  0.098

No. 3
A 2-piece molecular cluster, C5H10BN overall in a non-equilibrium geometry. Source: the OMol25 dataset; level of theory: ωB97M-V with the def2-TZVPD basis set.

Values from the calculation:
E_LUMO (spin up / spin down): -0.763 / -0.744 eV
HOMO energy (spin up / spin down): -7.6 / -7.6 eV
Energy: -7508.7231 eV
Energy relative to the best compared isomer or geometry (same formula, charge and spin): 130.2 kcal/mol
Gap between HOMO and LUMO (spin up / spin down): 6.9 / 6.8 eV
Multiplicity: 1
SMILES: CB=C=N.C=CC

Last column: natural (NBO) charge in e.
Positions of all 17 atoms, in Å:
C: -0.16 -0.41 2.31  -1.037
B: -1.67 -0.47 2.20  0.594
C: -2.74 -0.32 1.33  -0.132
N: -3.81 0.20 0.84  -0.566
H: 0.32 -0.97 1.44  0.235
H: 0.22 -0.85 3.18  0.247
H: 0.25 0.63 2.25  0.279
H: -4.18 0.26 -0.08  0.381
C: 2.09 0.22 -0.79  -0.433
C: 0.81 -0.08 -1.04  -0.157
C: -0.07 0.43 -2.10  -0.650
H: 2.66 0.71 -1.66  0.197
H: 2.50 -0.11 0.18  0.208
H: 0.31 -0.54 -0.19  0.176
H: -0.73 -0.46 -2.41  0.220
H: -0.68 1.22 -1.62  0.226
H: 0.52 0.87 -2.84  0.212

No. 4
One molecule with the formula C5H8N2. Source: the OMol25 dataset; level of theory: ωB97M-V with the def2-TZVPD basis set.

Values from the calculation:
E_LUMO: 1.006 eV
HOMO energy: -8.9 eV
Energy: -8294.4070 eV
Energy relative to the best compared isomer or geometry (same formula, charge and spin): 13.6 kcal/mol
Gap between HOMO and LUMO: 9.9 eV
Multiplicity: 1
SMILES: Cc1cnn(C)c1

Last column: natural (NBO) charge in e.
Positions of all 15 atoms, in Å:
C: 2.46 -0.28 -0.06  -0.623
C: 1.02 0.05 0.18  -0.137
C: 0.46 1.24 0.71  -0.058
N: -0.86 1.23 0.68  -0.263
N: -1.19 0.04 0.16  -0.166
C: -2.53 -0.18 -0.32  -0.400
C: -0.09 -0.70 -0.16  -0.056
H: 2.83 0.22 -0.97  0.217
H: 2.61 -1.35 -0.21  0.216
H: 3.11 0.04 0.77  0.219
H: 0.98 2.10 1.11  0.205
H: -2.67 0.30 -1.29  0.203
H: -3.24 0.24 0.39  0.224
H: -2.71 -1.26 -0.42  0.206
H: -0.18 -1.69 -0.58  0.213

No. 5
C19H16IN4OPd as an isolated structure in a non-equilibrium geometry. Source: the OMol25 dataset; level of theory: ωB97M-V with the def2-TZVPD basis set.

Values from the calculation:
E_LUMO (spin up / spin down): -14.013 / -14.011 eV
HOMO energy (spin up / spin down): -16.4 / -16.4 eV
Energy: -39520.7567 eV
Energy relative to the best compared isomer or geometry (same formula, charge and spin): 4.2 kcal/mol
Gap between HOMO and LUMO (spin up / spin down): 2.4 / 2.4 eV
Multiplicity: 1
Net charge: +3

Last column: natural (NBO) charge in e.
Positions of all 42 atoms, in Å:
Pd: 0.96 0.06 -0.96  0.968
C: -0.81 -3.40 -2.71  -0.735
C: -0.52 -2.09 -2.11  0.514
N: 0.74 -1.71 -1.75  -0.265
N: 1.75 -2.49 -1.92  -0.027
C: 2.92 -1.85 -1.47  0.535
O: 2.89 -0.70 -0.98  -0.600
C: 4.14 -2.64 -1.62  0.029
C: 5.36 -2.07 -1.19  -0.149
C: 6.51 -2.79 -1.32  -0.166
C: 6.46 -4.11 -1.88  0.050
C: 5.25 -4.68 -2.31  -0.229
C: 4.10 -3.97 -2.19  -0.090
C: -1.49 -1.07 -1.82  0.030
C: -2.84 -1.25 -2.10  -0.034
C: -3.75 -0.23 -1.80  -0.141
C: -3.28 0.92 -1.23  -0.086
C: -1.90 1.06 -0.96  0.127
N: -1.04 0.10 -1.25  -0.402
H: 0.10 -3.98 -2.85  0.288
H: -1.31 -3.26 -3.67  0.312
H: -1.50 -3.95 -2.07  0.315
H: 5.36 -1.08 -0.76  0.262
H: 7.46 -2.39 -1.00  0.272
H: 7.38 -4.67 -1.98  0.265
H: 5.25 -5.67 -2.74  0.272
H: 3.16 -4.38 -2.51  0.248
H: -3.19 -2.17 -2.55  0.270
H: -4.81 -0.36 -2.01  0.290
H: -3.94 1.74 -0.97  0.286
H: -1.50 1.96 -0.51  0.255
I: 1.53 3.35 3.89  0.328
C: 1.53 3.22 1.82  -0.197
C: 1.80 4.33 1.02  -0.132
C: 1.79 4.18 -0.36  -0.205
C: 1.52 2.94 -0.91  0.023
N: 1.26 1.88 -0.13  -0.478
C: 1.27 2.01 1.21  -0.004
H: 2.01 5.29 1.47  0.270
H: 2.00 5.02 -1.01  0.270
H: 1.52 2.79 -1.98  0.228
H: 1.07 1.12 1.79  0.231

No. 6
One molecule with the formula C4H5NP2 in a non-equilibrium geometry. Source: the OMol25 dataset; level of theory: ωB97M-V with the def2-TZVPD basis set.

Values from the calculation:
E_LUMO: -0.915 eV
HOMO energy: -9.1 eV
Energy: -24292.4193 eV
Energy relative to the best compared isomer or geometry (same formula, charge and spin): 0.0 kcal/mol
Gap between HOMO and LUMO: 8.2 eV
Multiplicity: 1
SMILES: [H]/N=P/C#C/C(C)=P/[H]

Last column: natural (NBO) charge in e.
Positions of all 12 atoms, in Å:
H: -2.24 -2.79 -3.56  0.362
N: -2.20 -2.08 -2.77  -1.050
P: -0.69 -1.70 -2.74  1.031
C: -0.40 -0.61 -1.36  -0.449
C: 0.23 -0.03 -0.51  0.029
C: 0.74 0.84 0.64  -0.431
C: 0.05 0.65 1.96  -0.644
P: 2.06 1.64 0.09  0.539
H: 2.51 2.05 1.32  -0.081
H: 0.79 1.03 2.62  0.224
H: -0.71 1.33 2.23  0.242
H: -0.15 -0.34 2.09  0.229